P) Entry from the Open Molecules 2025 dataset: the molecule C4H4N2OS (ωB97M-V with the def2-TZVPD basis set).

Structure (XYZ):
```
12
Properties=species:S:1:pos:R:3:nbo_charge:R:1
O -2.4139 0.9210 0.0040 -0.54
C -1.2390 1.2585 -0.0032 0.41
C -0.1063 0.3292 -0.0074 -0.03
C 1.2491 0.6518 -0.0008 -0.28
C 1.8990 -0.5798 -0.0014 -0.07
N 1.0341 -1.5893 0.0020 -0.23
N -0.1683 -1.0299 -0.0016 -0.24
S -1.5387 -2.0838 -0.0023 0.23
H -0.9653 2.3468 -0.0149 0.14
H 1.6478 1.6606 0.0133 0.24
H 2.9757 -0.8043 0.0034 0.22
H -2.3744 -1.0808 0.0090 0.15
```

Structure (SMILES): O=Cc1ccnn1S
E_LUMO: -0.15 eV
Kohn-Sham gap: 8.9 eV
HOMO level: -9.07 eV
Total charge: 0

---

Q) Entry from the Open Molecules 2025 dataset: the molecule C4H4N2OS (ωB97M-V with the def2-TZVPD basis set).

Structure (XYZ):
```
12
Properties=species:S:1:pos:R:3:nbo_charge:R:1
N 2.8027 0.7529 -0.6288 -0.32
C 1.8324 0.1394 -0.7829 0.25
C 0.6007 -0.5114 -0.9923 -0.53
C -0.5354 -0.1581 -0.3359 0.56
N -1.7550 -0.6899 -0.6103 -0.79
O -0.5992 0.7899 0.6411 -0.48
C 0.2762 0.7225 1.6667 0.01
S 0.2728 1.7876 2.8661 0.04
H 0.5818 -1.3139 -1.7081 0.25
H -2.5568 -0.2288 -0.2200 0.41
H -1.8701 -1.1437 -1.4929 0.40
H 0.9498 -0.1464 1.5974 0.20
```

Structure (SMILES): N#C/C=C(/N)OC=S
E_LUMO: -0.11 eV
Kohn-Sham gap: 9.1 eV
HOMO level: -9.19 eV
Total charge: 0

---

R) Entry from the Open Molecules 2025 dataset: the molecule C4H4N2OS (ωB97M-V with the def2-TZVPD basis set).

Structure (XYZ):
```
12
Properties=species:S:1:pos:R:3:nbo_charge:R:1
H -1.0779 1.0610 1.6483 0.32
N -0.2766 0.3870 1.9288 -0.58
C 0.1720 0.1465 0.6789 0.33
C 1.4163 -0.7349 0.6106 -0.08
C 2.5340 -1.3188 1.0404 -0.15
N -0.6274 0.2939 -0.3811 -0.60
S -2.0970 1.2903 -0.5553 0.16
C -0.1745 0.1438 -1.7558 0.53
O 0.9644 0.2299 -2.1543 -0.50
H 3.4745 -1.8304 1.2385 0.25
H -3.2982 0.3489 0.1061 0.17
H -1.0095 -0.0172 -2.4052 0.14
```

Structure (SMILES): [H]/N=C(/C#C)N(S)C=O
E_LUMO: -0.55 eV
Kohn-Sham gap: 9.0 eV
HOMO level: -9.52 eV
Total charge: 0

---

S) Entry from the Open Molecules 2025 dataset: the molecule C4H4N2OS (ωB97M-V with the def2-TZVPD basis set).

Structure (XYZ):
```
12
Properties=species:S:1:pos:R:3:nbo_charge:R:1
N -0.1784 -1.1220 -2.3565 -0.25
C -0.2581 -0.5963 -1.3123 0.23
C -0.4976 -0.0643 0.0557 0.06
O -0.9797 -1.0532 0.8734 -0.63
C -1.4315 1.1030 -0.0493 0.23
N -2.1535 2.0003 -0.1274 -0.25
C 0.8400 0.4518 0.6720 -0.49
S 2.3388 -0.6954 0.7422 0.00
H -1.7711 -1.3635 0.4071 0.48
H 0.6401 0.8498 1.6379 0.24
H 1.1276 1.3324 0.0271 0.23
H 2.3235 -0.8426 -0.5699 0.13
```

Structure (SMILES): N#CC(O)(C#N)CS
E_LUMO: 0.32 eV
Kohn-Sham gap: 10.3 eV
HOMO level: -10.00 eV
Total charge: 0

---

Least stable: R)

---

P) Entry from the Open Molecules 2025 dataset: the molecule C3H6O3 (ωB97M-V with the def2-TZVPD basis set).

Structure (XYZ):
```
12
Properties=species:S:1:pos:R:3:nbo_charge:R:1
O 0.4953 -1.6948 0.9349 -0.74
C -0.3940 -0.7253 0.3978 0.35
O -1.4205 -1.3139 -0.3702 -0.71
C 0.3692 0.2920 -0.5122 0.02
C 0.1790 1.7863 -0.2766 -0.10
O 1.3623 1.1162 0.0895 -0.49
H 1.4477 -1.3717 1.0193 0.50
H -1.0571 -0.2875 1.1198 0.15
H -1.0867 -2.1905 -0.5040 0.48
H 0.5779 -0.1017 -1.4262 0.18
H 0.1475 2.6219 -0.9621 0.20
H -0.6206 1.8690 0.4898 0.17
```

Structure (SMILES): OC(O)[C@H]1CO1
E_LUMO: 0.85 eV
Kohn-Sham gap: 11.0 eV
HOMO level: -10.11 eV
Total charge: 0

---

Q) Entry from the Open Molecules 2025 dataset: a 2-piece molecular cluster, C3H6O3 overall (ωB97M-V with the def2-TZVPD basis set).

Structure (XYZ):
```
12
Properties=species:S:1:pos:R:3:nbo_charge:R:1
C 0.9249 1.2835 1.0333 -0.76
C 1.0220 -0.2251 1.5527 0.46
O -0.0038 -0.8032 1.9183 -0.55
H 1.2636 1.3592 0.0123 0.24
H 1.3444 2.1765 1.6245 0.25
H -0.1523 1.5196 1.3173 0.24
H 1.8291 -0.7881 1.2757 0.13
O -0.9302 -1.2654 -3.2583 -0.55
C -1.3162 -0.9465 -2.1935 0.67
O -0.6592 -0.9312 -1.0471 -0.74
H -2.3799 -0.6462 -2.1309 0.07
H -0.9424 -0.7330 -0.1043 0.54
```

Structure (SMILES): CC=O.O=CO
E_LUMO: 0.30 eV
Kohn-Sham gap: 10.9 eV
HOMO level: -10.56 eV
Total charge: 0

---

Least stable: P)

---

P) Entry from the Open Molecules 2025 dataset: C3H6O3 as an isolated structure (ωB97M-V with the def2-TZVPD basis set).

Structure (XYZ):
```
12
Properties=species:S:1:pos:R:3:nbo_charge:R:1
C -0.1374 0.2053 -0.5169 -0.30
C -1.1717 1.2336 -0.1489 -0.64
C 0.7953 -0.8957 0.7219 0.92
O -0.4912 -1.1713 0.1181 -0.47
O 1.8226 -1.3082 -0.0818 -0.71
O 0.8758 -0.8331 1.9253 -0.59
H 2.4850 -1.7157 0.4929 0.51
H 0.7495 0.5377 -1.0564 0.28
H -0.5312 -0.5481 -1.2912 0.32
H -2.0620 1.1014 -0.7613 0.22
H -1.5263 1.1430 0.8773 0.24
H -0.8082 2.2511 -0.2790 0.22
```

E_LUMO: 0.25 eV
Kohn-Sham gap: 10.0 eV
HOMO level: -9.76 eV
Total charge: 0

---

Q) Entry from the Open Molecules 2025 dataset: C3H6O3 as an isolated structure (ωB97M-V with the def2-TZVPD basis set).

Structure (XYZ):
```
12
Properties=species:S:1:pos:R:3:nbo_charge:R:1
O 2.4710 0.4767 -0.5774 -0.77
C 1.1971 -0.7556 0.1048 -0.18
C 0.0102 0.1187 0.0294 0.50
O 0.1568 1.2719 -0.3278 -0.55
C -1.4184 -0.2644 0.4130 -0.15
O -2.2802 0.6362 -0.2129 -0.70
H 2.0696 1.3604 -0.8132 0.49
H 1.0946 -1.5445 0.9273 0.23
H 1.5964 -1.2191 -0.7655 0.27
H -1.4935 -0.2057 1.5152 0.19
H -1.6802 -1.2873 0.1204 0.19
H -1.7234 1.4127 -0.4133 0.49
```

E_LUMO (alpha / beta): -0.83 / -0.83 eV
Kohn-Sham gap (alpha / beta): 9.7 / 9.7 eV
HOMO level (alpha / beta): -10.50 / -10.51 eV
Total charge: 0

---

R) Entry from the Open Molecules 2025 dataset: a 2-piece molecular cluster, C3H6O3 overall (ωB97M-V with the def2-TZVPD basis set).

Structure (XYZ):
```
12
Properties=species:S:1:pos:R:3:nbo_charge:R:1
C 0.9673 1.1304 1.1619 -0.76
C -0.1862 0.3705 1.7051 0.47
O -0.9467 -0.3757 1.1327 -0.55
H 1.7156 0.5817 0.5855 0.26
H 1.4834 1.5215 2.0468 0.23
H 0.6350 1.8596 0.4111 0.26
H -0.4393 0.6565 2.7482 0.11
O -0.3914 -1.4944 -3.5052 -0.56
C -0.7172 -1.2760 -2.3791 0.66
O 0.0640 -1.0557 -1.3164 -0.71
H -1.7682 -1.1757 -2.0516 0.07
H -0.4161 -0.7426 -0.5389 0.51
```

Structure (SMILES): CC=O.O=CO
E_LUMO: 0.30 eV
Kohn-Sham gap: 10.6 eV
HOMO level: -10.33 eV
Total charge: 0

---

S) Entry from the Open Molecules 2025 dataset: the molecule C3H6O3 (ωB97M-V with the def2-TZVPD basis set).

Structure (XYZ):
```
12
Properties=species:S:1:pos:R:3:nbo_charge:R:1
O -0.5649 1.2363 1.0018 -0.71
C 0.3467 0.9793 -0.0276 0.03
C -0.1570 -0.0775 -0.9896 0.02
O -1.4475 -0.5284 -0.7176 -0.71
C 0.8970 -0.4228 0.0247 0.02
O 0.4456 -1.2200 1.0720 -0.71
H -0.3674 0.5485 1.6675 0.49
H 0.9268 1.8466 -0.3312 0.20
H 0.1752 -0.2557 -2.0029 0.20
H -1.7998 0.1178 -0.0729 0.49
H 1.9098 -0.6014 -0.3266 0.19
H -0.3645 -1.6226 0.7023 0.49
```

Structure (SMILES): O[C@H]1[C@@H](O)[C@H]1O
E_LUMO: 0.79 eV
Kohn-Sham gap: 10.5 eV
HOMO level: -9.74 eV
Total charge: 0

---

Least stable: Q)

---

P) Entry from the Open Molecules 2025 dataset: a 2-piece molecular cluster, C3H6O3 overall (ωB97M-V with the def2-TZVPD basis set).

Structure (XYZ):
```
12
Properties=species:S:1:pos:R:3:nbo_charge:R:1
C 0.8891 -0.4931 -0.1645 -0.13
C -0.0866 0.4624 0.2679 0.08
C -1.3221 -0.6430 -0.2280 0.30
H 2.3794 0.2354 0.6939 0.45
H 0.7191 -0.7067 -1.1604 0.19
H 0.8583 -1.4745 0.5964 0.19
H -0.2110 0.5383 1.4604 0.16
H -1.3877 1.9903 0.0538 0.50
H -1.3812 -1.8247 -0.6495 0.20
O 2.2126 0.1737 -0.3177 -0.70
O -0.2069 1.6272 -0.3924 -0.66
O -2.4628 0.1145 -0.1598 -0.58
```

E_LUMO: -0.10 eV
Kohn-Sham gap: 9.6 eV
HOMO level: -9.72 eV
Total charge: 0

---

Q) Entry from the Open Molecules 2025 dataset: a 2-piece molecular cluster, C3H6O3 overall (ωB97M-V with the def2-TZVPD basis set).

Structure (XYZ):
```
12
Properties=species:S:1:pos:R:3:nbo_charge:R:1
C -0.0847 -0.2480 1.6830 -0.50
C 0.9918 -0.2006 0.8948 0.10
O 1.3909 -1.1279 -0.0833 -0.70
H 0.0594 0.2861 2.6113 0.22
H -1.0510 -0.6972 1.4071 0.23
H 1.8066 0.4808 1.1151 0.19
H 0.8298 -1.9095 0.0198 0.50
O -2.0542 0.3293 -0.9979 -0.60
C -1.1681 0.8627 -1.6132 0.66
O 0.0917 0.5112 -1.7620 -0.72
H -1.4361 1.7989 -2.1133 0.10
H 0.6239 -0.0858 -1.1615 0.52
```

Structure (SMILES): C=CO.O=CO
E_LUMO: 0.65 eV
Kohn-Sham gap: 10.5 eV
HOMO level: -9.86 eV
Total charge: 0

---

Least stable: P)